Here is a molecular structure, C17H15BCuN6 from the Open Molecules 2025 dataset. Energies are from wB97M-V/def2-TZVPD.

Calculated values
charge	-1
frontier orbital gap	6.59	eV
electronic energy	-72129.910	eV
E_LUMO	3.0	eV

Geometry as XYZ:
```
40
C17H15BCuN6 (wB97M-V/def2-TZVPD)
Cu -0.3911 -0.0336 0.2183
C -2.4824 -1.1958 3.7944
C -1.6320 -0.3243 3.1001
N -1.5216 -0.6970 1.8235
N -2.2539 -1.8530 1.7121
C -2.9402 -2.1324 2.8540
B -2.4318 -2.5605 0.3326
N -2.8575 -1.4587 -0.6591
C -3.8878 -1.3980 -1.5036
C -3.7069 -0.2499 -2.3100
C -2.4942 0.3300 -1.9344
N -1.9115 -0.3733 -0.9491
N -1.0952 -2.9748 -0.2114
C -0.7098 -4.0449 -0.9355
C 0.6584 -3.9722 -1.1659
C 1.0532 -2.7733 -0.5639
N 0.0007 -2.2161 -0.0161
H -2.7542 -1.1275 4.8403
H -1.0363 0.4558 3.5032
H -3.6730 -2.9388 2.9404
H -3.2490 -3.4138 0.4027
H -4.6422 -2.2116 -1.4490
H -4.3456 0.1251 -3.0682
H -1.9339 1.1964 -2.3722
H -1.3729 -4.7639 -1.3196
H 1.2830 -4.5923 -1.8326
H 2.0429 -2.3668 -0.3731
C 1.0096 1.1259 0.2237
C 1.8658 2.0295 -0.0747
C 2.8720 2.9742 -0.3055
C 3.0492 4.0291 0.6199
C 4.0946 4.9176 0.5065
C 5.0015 4.8419 -0.5591
C 4.9060 3.7327 -1.4501
C 3.8350 2.8294 -1.4128
H 2.3422 4.2039 1.4327
H 4.1510 5.6479 1.3054
H 5.8517 5.5444 -0.7547
H 5.6092 3.6329 -2.2920
H 3.6968 2.0558 -2.0971
```

Atom charges from the natural (NBO) analysis, given in e for atoms 1 to 2:
1. Cu 0.820
2. C -0.374